(1)
{
  "formula": "C13H24NO8S2",
  "method": "the ωB97M-V functional and the def2-TZVPD basis",
  "species": ["C", "C", "C", "C", "C", "S", "O", "O", "N", "S", "O", "O", "H", "H", "H", "H", "H", "H", "H", "H", "O", "C", "O", "C", "C", "C", "H", "H", "H", "H", "H", "H", "H", "H", "O", "C", "O", "C", "C", "C", "H", "H", "H", "H", "H", "H", "H", "H"],
  "positions_angstrom": [[1.9546, -2.4300, 4.8325], [0.9070, -1.8528, 4.2564], [-0.3962, -0.9212, 4.0461], [-0.1647, 0.3279, 3.0464], [1.3647, 0.8337, 2.9111], [2.1713, 1.3543, 4.5023], [1.2669, 1.2396, 5.7266], [2.6501, 2.8035, 4.3544], [3.5846, 0.3841, 4.8787], [4.5342, 0.1233, 3.4728], [4.4954, 1.3073, 2.4869], [4.1743, -1.1722, 2.7164], [2.9629, -2.8130, 5.2564], [-1.1833, -1.6114, 3.5257], [-0.8647, -0.5436, 5.0243], [-0.4787, -0.0470, 1.9774], [-0.8488, 1.2422, 3.2557], [1.3316, 1.7876, 2.2375], [1.9379, 0.0427, 2.3058], [5.9048, -0.0285, 3.7957], [-0.0257, -1.4177, 0.6158], [0.5076, -1.1613, -0.4430], [0.9857, 0.0793, -0.6740], [1.8177, 0.4302, -1.7902], [0.9782, 0.7896, -2.9992], [0.5601, -2.1731, -1.5498], [2.5447, -0.3575, -2.0030], [2.3942, 1.3061, -1.4800], [0.3771, -0.0585, -3.3387], [1.6134, 1.1165, -3.8265], [0.2789, 1.5943, -2.7533], [-0.3564, -2.1095, -2.1404], [0.6305, -3.1682, -1.1018], [1.4299, -2.0704, -2.1965], [-1.9593, -1.8204, -3.3872], [-2.5448, -0.7740, -3.5729], [-2.6874, 0.1070, -2.5632], [-3.1653, 1.4530, -2.7230], [-4.6778, 1.5023, -2.6574], [-3.2061, -0.4798, -4.8885], [-2.7695, 1.9062, -3.6357], [-2.7512, 2.0267, -1.8893], [-5.1352, 0.9325, -3.4707], [-5.0330, 2.5341, -2.7160], [-5.0343, 1.0602, -1.7228], [-4.2140, -0.8981, -4.8881], [-2.6209, -0.9559, -5.6801], [-3.2412, 0.5800, -5.1336]],
  "orbital_gap_ev": 6.679,
  "energy_ha": -1962.617090,
  "homo_ev": -4.825,
  "charge": -1,
  "fmax_ev_per_a": 6.801
}


(2)
{
  "formula": "C30H40N9O6S2Yb",
  "method": "the ωB97M-V functional and the def2-TZVPD basis",
  "species": ["Yb", "C", "O", "C", "C", "C", "C", "C", "C", "N", "N", "C", "O", "C", "C", "C", "C", "C", "C", "C", "O", "H", "H", "H", "H", "H", "H", "H", "H", "H", "H", "H", "H", "N", "C", "C", "C", "C", "N", "H", "H", "H", "H", "H", "H", "H", "H", "H", "H", "H", "H", "O", "N", "O", "O", "N", "C", "S", "N", "C", "C", "C", "C", "C", "C", "H", "H", "H", "H", "H", "H", "H", "H", "C", "N", "C", "C", "N", "C", "S", "H", "H", "H", "H", "H", "H", "H", "H"],
  "positions_angstrom": [[0.1906, 0.4116, 0.3042], [4.0828, -2.2061, 3.2830], [2.6758, -2.3019, 3.1428], [2.2104, -3.0846, 2.0994], [2.5542, -4.4124, 1.9876], [2.0438, -5.1861, 0.9454], [1.1884, -4.6108, 0.0346], [0.8073, -3.2667, 0.1329], [-0.0764, -2.7213, -0.8755], [-0.4199, -1.4885, -0.9497], [-1.2163, -1.1735, -2.0431], [-1.4120, 0.1159, -2.1839], [-0.9206, 1.0341, -1.4285], [-2.2194, 0.5306, -3.3646], [-2.3305, 1.8878, -3.6530], [-3.0649, 2.3127, -4.7485], [-3.7001, 1.3842, -5.5607], [-3.5864, 0.0284, -5.2800], [-2.8499, -0.3994, -4.1885], [1.3139, -2.4618, 1.1882], [0.9830, -1.2180, 1.3444], [4.5719, -3.1767, 3.1836], [4.2730, -1.8149, 4.2810], [4.5047, -1.5203, 2.5432], [3.2225, -4.8566, 2.7156], [2.3241, -6.2271, 0.8588], [0.7947, -5.2084, -0.7802], [-0.4467, -3.4092, -1.6364], [-1.8311, 2.5928, -3.0005], [-3.1455, 3.3683, -4.9767], [-4.2867, 1.7160, -6.4081], [-4.0748, -0.6930, -5.9231], [-2.7498, -1.4492, -3.9521], [1.8117, 0.2788, -1.7198], [3.2139, -0.1539, -1.8703], [4.1366, 0.6899, -1.0014], [4.0397, 0.3699, 0.5029], [3.5454, 1.5385, 1.3662], [2.0970, 1.4256, 1.6227], [1.2264, -0.3040, -2.3109], [1.7299, 1.2247, -2.0865], [3.5370, -0.0768, -2.9142], [3.2801, -1.2061, -1.5816], [3.8851, 1.7384, -1.1735], [5.1613, 0.5450, -1.3483], [5.0185, 0.0450, 0.8599], [3.3455, -0.4610, 0.6587], [3.7262, 2.4849, 0.8561], [4.1022, 1.5650, 2.3085], [1.7422, 2.3148, 1.9623], [1.9514, 0.7744, 2.3934], [-2.7989, 2.3276, 1.1137], [-1.7960, 1.6469, 1.0597], [-0.6448, 2.1675, 1.0451], [-1.8470, 0.3860, 1.0365], [-0.0721, -1.9054, 4.2454], [-0.8769, -0.9470, 3.7617], [-0.3696, 0.6434, 3.6053], [-2.1325, -1.2793, 3.3824], [-2.7846, -2.5227, 3.5143], [-2.6950, -3.2811, 4.6808], [-3.3867, -4.4780, 4.7818], [-4.1812, -4.9239, 3.7367], [-4.2828, -4.1604, 2.5827], [-3.5907, -2.9670, 2.4684], [0.9163, -1.6966, 4.2192], [-0.3100, -2.8690, 4.0531], [-2.5701, -0.5903, 2.7890], [-2.1121, -2.9203, 5.5170], [-3.3153, -5.0598, 5.6919], [-4.7285, -5.8528, 3.8277], [-4.9016, -4.5051, 1.7644], [-3.6636, -2.3687, 1.5677], [-0.8068, 5.3514, 0.0439], [0.0932, 5.7145, -1.0203], [0.0501, 7.0578, -1.5820], [1.1460, 7.0269, -2.6529], [1.8659, 5.8140, -2.2965], [1.1747, 5.0323, -1.4259], [1.6775, 3.5031, -0.9912], [-1.8397, 5.3944, -0.3049], [-0.6909, 6.0363, 0.8894], [-0.5910, 4.3421, 0.3694], [0.2562, 7.7961, -0.8001], [-0.9374, 7.2641, -1.9960], [1.7996, 7.8970, -2.6060], [0.7249, 6.9651, -3.6598], [2.5644, 5.4010, -2.8862]],
  "orbital_gap_ev": [7.696, 7.694],
  "energy_ha": -4066.597680,
  "de_lowest_ev": 0.414,
  "homo_ev": [-7.359, -7.358],
  "fmax_ev_per_a": 4.306,
  "multiplicity": 2
}


(3)
{
  "formula": "C23H39FGeN2O3SV",
  "method": "the ωB97M-V functional and the def2-TZVPD basis",
  "species": ["V", "C", "C", "C", "C", "O", "Ge", "O", "C", "C", "C", "C", "O", "C", "C", "C", "C", "H", "H", "H", "H", "H", "H", "H", "H", "H", "H", "H", "H", "H", "H", "H", "H", "H", "H", "H", "H", "H", "H", "H", "H", "H", "H", "H", "F", "C", "C", "C", "C", "C", "C", "C", "H", "H", "H", "H", "H", "H", "C", "N", "C", "C", "N", "C", "S", "H", "H", "H", "H", "H", "H"],
  "positions_angstrom": [[0.2599, -0.8125, 0.0646], [-2.2760, -0.1891, -2.0017], [-2.7206, 0.1175, -0.5802], [-3.7439, -0.8738, -0.0591], [-3.2643, 1.5344, -0.4833], [-1.5078, 0.0263, 0.2652], [-0.8414, 1.5612, 1.2592], [0.7687, -0.1676, 1.6448], [1.3263, -0.5434, 2.9483], [2.7806, -0.1051, 2.9060], [1.1904, -2.0427, 3.1030], [0.5366, 0.1995, 4.0093], [0.2558, 1.7898, -0.1772], [1.1233, 2.9696, -0.2179], [2.4324, 2.5293, -0.8409], [0.4260, 4.0039, -1.0870], [1.3725, 3.5156, 1.1827], [-3.1004, -0.0514, -2.7017], [-1.4691, 0.4878, -2.2949], [-1.9494, -1.2287, -2.0946], [-4.6648, -0.7799, -0.6358], [-3.4101, -1.9054, -0.1580], [-3.9791, -0.6751, 0.9862], [-4.1615, 1.6233, -1.0960], [-3.5563, 1.7861, 0.5388], [-2.5469, 2.2679, -0.8628], [3.2916, -0.5710, 2.0619], [2.8566, 0.9787, 2.8168], [3.2909, -0.4052, 3.8219], [1.7676, -2.5756, 2.3425], [1.5586, -2.3533, 4.0813], [0.1422, -2.3352, 3.0372], [0.6353, 1.2797, 3.8907], [-0.5201, -0.0728, 3.9785], [0.9175, -0.0577, 4.9980], [2.2532, 2.1882, -1.8594], [3.1313, 3.3658, -0.8836], [2.8824, 1.7259, -0.2535], [0.2159, 3.5898, -2.0741], [-0.5164, 4.3200, -0.6351], [1.0478, 4.8909, -1.2123], [1.7930, 2.7461, 1.8365], [2.0905, 4.3346, 1.1383], [0.4668, 3.9224, 1.6395], [1.9135, -7.0069, 2.4894], [1.3215, -6.0322, 1.8295], [0.1461, -5.4888, 2.3563], [-0.4570, -4.4713, 1.6727], [0.0876, -3.9779, 0.4496], [-0.5663, -2.9512, -0.2560], [1.2769, -4.5860, -0.0537], [1.8924, -5.5974, 0.6295], [-0.2555, -5.8910, 3.2761], [-1.3778, -4.0379, 2.0432], [-0.3410, -2.8583, -1.3183], [-1.5758, -2.7018, 0.0497], [1.6812, -4.2394, -0.9954], [2.7895, -6.0812, 0.2688], [5.1566, 0.0061, -1.4181], [4.0887, 0.1287, -2.4069], [4.2061, 0.8280, -3.5940], [3.0292, 0.7225, -4.2440], [2.2118, -0.0430, -3.4393], [2.8629, -0.3981, -2.3186], [2.2981, -1.4643, -1.0858], [5.9655, -0.5928, -1.8299], [4.7562, -0.4769, -0.5320], [5.5188, 0.9993, -1.1636], [5.1180, 1.3289, -3.8666], [2.7073, 1.1081, -5.1943], [1.2774, -0.3491, -3.6575]],
  "orbital_gap_ev": [7.640, 6.839],
  "energy_ha": -4753.560167,
  "homo_ev": [-13.963, -14.665],
  "charge": 2,
  "fmax_ev_per_a": 0.505,
  "multiplicity": 4
}


(4)
{
  "formula": "C4H4S",
  "method": "the ωB97M-V functional and the def2-TZVPD basis",
  "species": ["C", "C", "S", "H", "H", "C", "C", "H", "H"],
  "positions_angstrom": [[1.3906, 0.2914, -1.3620], [0.6069, -0.6145, -1.5030], [-0.3464, -1.8140, -2.3956], [2.2372, 0.9575, -1.0539], [-0.5549, -2.6972, -1.3595], [-1.1606, 0.5267, 2.1583], [-0.4204, 1.3629, 1.7503], [-1.8817, -0.2044, 2.3119], [0.1294, 2.1918, 1.4534]],
  "orbital_gap_ev": 9.885,
  "energy_ha": -552.824388,
  "de_lowest_ev": 4.561,
  "homo_ev": -9.210,
  "fmax_ev_per_a": 2.009,
  "smiles": "C#CS.C#C"
}


(5)
{
  "formula": "C19H22FN5O5S",
  "method": "the ωB97M-V functional and the def2-TZVPD basis",
  "species": ["C", "C", "O", "C", "O", "N", "C", "C", "N", "C", "O", "C", "S", "C", "N", "N", "C", "C", "N", "C", "O", "C", "C", "C", "C", "C", "C", "F", "O", "C", "C", "H", "H", "H", "H", "H", "H", "H", "H", "H", "H", "H", "H", "H", "H", "H", "H", "H", "H", "H", "H", "H", "H"],
  "positions_angstrom": [[-7.1081, -0.7214, 1.7613], [-7.0202, -0.0579, 0.3947], [-5.6854, -0.0650, -0.1112], [-4.8723, 0.9003, 0.3686], [-5.2067, 1.7570, 1.1524], [-3.6301, 0.8136, -0.1624], [-3.2122, -0.2451, -1.0569], [-2.0071, 0.2225, -1.8668], [-0.9016, 0.5028, -0.9724], [0.3980, 0.2914, -1.2205], [1.2592, 0.5500, -0.3900], [0.7911, -0.3099, -2.5619], [0.2287, -2.0654, -2.6746], [0.4033, -2.3608, -0.9679], [-0.5223, -2.5065, -0.0770], [0.0901, -2.4406, 1.1206], [1.3537, -2.2595, 0.8975], [2.4288, -1.9376, 1.8630], [3.2459, -0.8834, 1.3072], [4.5944, -0.9695, 1.3219], [5.1970, -1.8522, 1.8978], [5.2901, 0.1529, 0.6159], [6.3373, 0.8084, 1.2550], [7.0145, 1.8393, 0.6302], [6.6668, 2.2206, -0.6556], [5.6480, 1.5635, -1.3228], [4.9746, 0.5412, -0.6804], [4.0086, -0.1110, -1.3638], [1.6238, -2.2298, -0.4201], [-1.2673, 0.9954, 0.3503], [-2.5979, 1.7239, 0.2876], [-6.5379, -0.1459, 2.4860], [-6.7084, -1.7317, 1.7158], [-8.1456, -0.7618, 2.0804], [-7.3726, 0.9769, 0.4554], [-7.6018, -0.6071, -0.3489], [-4.0382, -0.4916, -1.7262], [-2.9385, -1.1486, -0.4967], [-1.7390, -0.5661, -2.5689], [-2.2663, 1.1281, -2.4297], [0.3450, 0.2114, -3.4060], [1.8784, -0.2980, -2.6362], [1.9647, -1.6423, 2.8104], [3.0881, -2.7962, 2.0449], [2.7696, -0.1749, 0.7599], [6.6064, 0.4914, 2.2508], [7.8184, 2.3434, 1.1440], [7.1949, 3.0236, -1.1466], [5.3721, 1.8280, -2.3316], [-1.3308, 0.1502, 1.0460], [-0.4745, 1.6637, 0.6947], [-2.5256, 2.5834, -0.3914], [-2.8810, 2.0971, 1.2744]],
  "orbital_gap_ev": 9.694,
  "energy_ha": -1885.299558,
  "de_lowest_ev": 0.085,
  "homo_ev": -9.375,
  "fmax_ev_per_a": 1.588,
  "smiles": "CCOC(=O)N1CCN(C(=O)CSc2nnc(CNC(=O)c3ccccc3F)o2)CC1"
}


(6)
{
  "formula": "C6H14N2O2",
  "method": "the ωB97M-V functional and the def2-TZVPD basis",
  "species": ["C", "C", "C", "N", "O", "O", "H", "H", "H", "H", "H", "H", "C", "N", "C", "C", "H", "H", "H", "H", "H", "H", "H", "H"],
  "positions_angstrom": [[-0.8063, -1.6489, -1.9472], [-0.3464, -0.3442, -1.3819], [-0.8388, 0.9596, -1.9097], [1.0954, -0.3301, -1.4100], [1.6631, 0.7845, -1.3480], [1.6737, -1.4391, -1.4621], [-1.8559, -1.6644, -2.2534], [-0.2290, -2.0269, -2.8069], [-0.6990, -2.4333, -1.1944], [-1.9019, 0.9627, -2.1747], [-0.6922, 1.7400, -1.1560], [-0.2921, 1.3360, -2.8013], [-0.5832, 1.2821, 2.2234], [0.2073, 0.2619, 1.5925], [1.5486, 0.1150, 2.1611], [-0.2658, -0.5332, 0.6364], [0.0820, 1.8471, 2.8764], [-1.0664, 1.9429, 1.5029], [-1.3726, 0.8664, 2.8523], [1.7117, 0.9943, 2.8007], [1.6173, -0.7843, 2.7904], [2.3158, 0.0342, 1.3809], [0.4065, -1.4036, 0.4941], [-1.3720, -0.5190, 0.5344]],
  "orbital_gap_ev": 8.562,
  "energy_ha": -496.826583,
  "de_lowest_ev": 6.284,
  "homo_ev": -7.920,
  "fmax_ev_per_a": 2.368
}